Entry 1:
ORCA calculation (the ωB97M-V functional and the def2-TZVPD basis) on C57H61Ge2N6O2RbS2Si as an isolated structure.

Cartesian coordinates (Å):
1 C 3.97037 -0.22132 0.28483
2 H 2.83524 -1.22216 -6.90573
3 H 1.50820 2.52279 -5.28040
4 H 2.14656 -1.26749 2.50765
5 C -1.41010 4.37913 -3.78899
6 C -2.69942 -2.23587 2.49342
7 C 2.25311 0.72484 -6.18491
8 H 3.90972 3.29323 -1.05197
9 H -7.93645 -0.49451 0.94402
10 H -1.00834 -4.74655 -3.14591
11 C -3.96383 3.06245 -6.87189
12 H 7.45074 1.41104 2.78737
13 H -1.31588 3.05472 7.25815
14 H 0.01468 -1.17207 -3.68407
15 C -4.86460 -2.69673 3.44688
16 H -6.54706 -2.50595 -0.81252
17 C -2.51655 1.20421 -5.38816
18 H 1.68920 -4.68048 0.89095
19 Ge -0.69457 -0.44875 3.59471
20 H 0.30219 -5.93453 -2.90564
21 H 1.44092 3.68422 -3.28235
22 C 2.22780 -0.67035 -6.19832
23 H 2.61720 -5.31210 3.82123
24 H 6.50978 4.07902 1.62729
25 H 0.68595 -4.21470 -3.18305
26 H 5.19921 1.14980 -2.53412
27 H -3.47511 -0.27634 -6.57895
28 N 2.92368 -0.90711 -0.17720
29 H -3.51222 -1.75797 -3.01238
30 N -4.70322 -0.17523 0.42990
31 C 6.79710 3.03199 1.53880
32 C 4.34175 2.91926 1.04276
33 H -4.38970 0.56494 1.04021
34 C 2.51642 -3.27984 3.12132
35 C 0.12219 2.38882 2.46995
36 H 4.32353 3.46927 1.98194
37 C 2.02592 -4.40176 3.77678
38 C 1.24457 0.83945 7.09623
39 H 1.49425 -0.65162 5.57293
40 C -2.33871 2.58714 -5.08738
41 C 4.80419 0.54389 -0.51781
42 H -0.99799 -3.19571 4.71851
43 H -1.99791 1.82538 5.23539
44 H 2.31152 -3.91515 -0.57998
45 H 4.83163 4.58836 -0.25694
46 H -4.76159 1.39000 -7.92236
47 N 5.68721 2.31812 0.90848
48 C -5.78797 -1.78766 -0.53056
49 C 1.41101 -1.34433 -5.29623
50 C -3.83123 -2.40969 -2.19449
51 H 7.96702 3.00811 3.36675
52 H -4.12368 -3.58911 1.62965
53 C -3.38053 -1.12857 4.52848
54 C 1.74664 -2.12075 3.04557
55 C -1.17585 2.70095 2.69753
56 C -0.70718 2.23072 6.90390
57 C 7.14410 2.45216 2.90337
58 C -1.52354 4.06814 3.06933
59 C -1.08879 1.53608 5.75789
60 C -4.59698 -1.80615 4.48503
61 H -1.96483 0.47587 -4.80706
62 H -0.76292 4.75200 -2.99806
63 C 0.45901 1.88277 7.57543
64 H -2.10363 6.37462 -4.28391
65 O 7.12342 0.95340 -0.22328
66 N -1.81672 5.13669 3.38319
67 C -3.91999 -2.90474 2.44779
68 Ge -0.36792 1.76835 -2.84809
69 C 0.47142 -2.05870 3.62154
70 H 7.65793 2.96419 0.88381
71 N 2.00044 4.15911 2.75928
72 N -3.85670 -0.62917 -0.51373
73 C 0.64507 -0.61935 -4.38089
74 C 4.02443 3.85746 -0.12174
75 H 2.10797 -5.68945 -0.52006
76 O -0.76566 -3.11274 -0.52953
77 C -4.50062 -1.61793 -1.10701
78 C -1.44420 3.02377 -4.04601
79 Si -0.10163 -4.52301 -0.82677
80 H 0.36262 -5.24208 4.85086
81 H 2.15795 0.56468 7.61298
82 H -3.17494 -0.43726 5.34179
83 H 2.88280 1.25951 -6.88833
84 S 0.64645 0.74846 2.11730
85 C -0.30738 0.48843 5.26581
86 C -6.96211 -0.48625 1.43381
87 C -3.09812 3.52641 -5.84237
88 C 0.65955 0.78489 -4.33034
89 H -5.81066 -3.22853 3.41898
90 C -2.99159 4.90916 -5.54041
91 H -4.51492 -3.16016 -2.59406
92 C 1.16199 3.37928 2.62430
93 H -2.93938 -2.91327 -1.79860
94 H -6.80224 0.50722 1.86484
95 C 0.86607 0.15083 5.94735
96 C 3.45275 -0.09693 -2.37393
97 C 1.47719 1.43334 -5.26775
98 H -6.98456 -1.20097 2.25755
99 C 4.55706 0.56998 -1.88147
100 H -0.94981 -5.95066 1.03697
101 C -3.36216 0.78361 -6.37615
102 H 6.27999 2.48860 3.57429
103 H 0.76190 2.42967 8.46233
104 C -1.04419 -5.98264 -0.06107
105 H 0.85680 3.73803 -1.60071
106 H -5.33668 -1.63246 5.25697
107 C -0.00869 -3.20443 4.27274
108 C 5.97451 1.29118 0.05840
109 C 1.66943 -4.72895 -0.20740
110 H 3.58082 2.14981 1.12613
111 H 1.37625 -2.43052 -5.29734
112 S -2.40418 1.50959 2.77727
113 H -3.57087 5.62335 -6.11860
114 H 1.78566 -1.34780 -1.83602
115 H -2.11726 -5.90612 -0.30287
116 C 2.66408 -0.81576 -1.48509
117 H 4.14573 -0.27207 1.35882
118 H 3.49137 -3.30825 2.64352
119 H 3.09528 4.39422 0.06612
120 C -2.42328 -1.34600 3.53854
121 C -4.09378 1.72806 -7.13736
122 C 0.76036 -4.36294 4.35427
123 Rb -0.81830 -0.54401 -0.55671
124 C -0.01879 -4.90358 -2.68666
125 H 3.18344 -0.05024 -3.42539
126 H -0.68042 -6.96129 -0.40946
127 H -1.96416 -2.43174 1.71193
128 C -2.17510 5.31963 -4.52667
129 H 1.99612 2.48229 -2.09017
130 C -5.87846 -0.82783 0.45732
131 C 1.12950 3.06794 -2.42676
132 H -4.53310 3.79377 -7.43936

Atoms 1-6, force components in eV/Å:
C -0.2316 -0.0859 0.0295
H 0.0075 -0.0045 -0.0095
H 0.0136 -0.1417 0.0085
H -0.0279 -0.1136 0.0508
C -0.0186 -0.0118 -0.1374
C -0.0933 0.0229 0.1561

Results
Charge: -2
Highest occupied orbital energy in eV: -2.17
Largest force on an atom in eV/Å: 0.8
HOMO-LUMO gap in eV: 5.7
Calculated total energy in Ha: -7951.65874

---

Entry 2:
ORCA calculation (the ωB97M-V functional and the def2-TZVPD basis) on C28H36As3Cl2F6HfNO4Sb as an isolated structure.

Cartesian coordinates (Å):
1 H -1.29275 -1.11988 -4.01016
2 C 3.56622 -0.03144 1.76537
3 H 6.35839 -1.91341 1.73856
4 C -0.66669 6.79985 -0.34513
5 H 1.85626 -1.66518 3.18512
6 H -1.58959 0.52488 2.85437
7 H 5.31378 -3.95801 -2.43795
8 Cl -1.39643 8.30032 0.06207
9 O -0.45527 2.13369 0.62470
10 N 3.02918 -0.32181 0.58742
11 H 2.05419 -1.29025 -1.68496
12 C 4.76064 -0.58622 2.23063
13 C -2.45023 -1.89713 0.12523
14 H 3.13180 -2.98154 -3.08487
15 H -2.83189 1.49157 -1.29396
16 H -6.96555 -2.89113 2.09057
17 H 6.39907 -3.26573 -0.33596
18 F 2.17887 3.67867 -4.80145
19 Cl 2.27893 5.59032 -2.72263
20 C -0.94986 3.27651 0.61371
21 H -0.77407 -3.16044 0.62823
22 H -2.51712 0.20683 0.63847
23 C 3.60792 -2.65818 -2.16853
24 H -4.03765 -0.41251 -0.00760
25 H -5.97691 -1.44251 1.77073
26 C 5.41643 -1.47726 1.42936
27 H -3.64133 -2.63451 3.53170
28 H 5.12143 -0.28659 3.20378
29 C -3.93258 -3.63383 3.20381
30 C -2.32929 1.15581 -2.20146
31 C -0.82362 -0.19103 3.14421
32 H -2.74107 -1.64107 -2.00400
33 H -6.63539 -2.39733 0.41051
34 C 5.45411 -2.83412 -0.63999
35 F 3.01688 2.41249 0.09440
36 H -1.83938 3.43285 1.23297
37 O 3.05628 1.06210 3.80947
38 C 3.62551 -1.27673 -0.19764
39 F 0.17335 2.36992 -3.66052
40 C 1.21658 -2.21705 2.49806
41 C -3.44187 -3.08466 -0.04226
42 C 0.56115 4.33961 -1.07202
43 H -1.88138 5.64231 0.96459
44 O 1.67584 1.35667 2.06896
45 H -4.13610 -2.89933 -0.86541
46 Sb 2.01099 2.55828 -3.33109
47 C -1.91057 -1.67093 -1.29312
48 H 0.63098 -2.93286 3.07479
49 H -1.73167 -2.68690 2.02276
50 H -3.07766 -4.30484 3.21877
51 C 4.85020 -3.21884 -1.79961
52 C 3.00557 -1.71193 -1.38933
53 C -0.47576 4.40716 -0.10765
54 H 0.01312 0.07409 -4.14190
55 H -1.25800 -0.96988 3.77233
56 Hf 1.46866 1.30442 0.02904
57 H -1.92406 2.01672 -2.72474
58 C 0.37982 6.76028 -1.26193
59 H 0.34225 -1.51189 -3.43342
60 C 0.97556 5.56320 -1.60922
61 F 2.45244 1.09940 -4.40312
62 C -3.18492 -0.65795 0.63036
63 C -6.23441 -2.44348 1.42041
64 C 2.75670 0.88764 2.66234
65 H -4.71822 -4.01687 3.85296
66 As -4.64782 -3.52523 1.42238
67 F 3.68207 2.91915 -2.63194
68 H 1.83703 -2.75013 1.77868
69 H -3.54075 -0.78907 1.65723
70 H -3.04740 0.65176 -2.84782
71 C 4.85024 -1.86417 0.19650
72 F 2.00688 0.99747 -1.99319
73 H 0.74005 7.67705 -1.70961
74 H -1.28165 -2.51828 -1.57983
75 C -1.32600 -2.32798 1.07370
76 H -0.05630 0.33794 3.70641
77 C -1.08669 5.63011 0.22986
78 C -0.40025 -0.71964 -3.52983
79 O 1.08903 3.16412 -1.43698
80 H -2.89965 -4.00377 -0.27216
81 As 0.02614 -0.98028 1.57901
82 As -0.86272 -0.04940 -1.76151

Atoms 1-6, force components in eV/Å:
H 0.0020 -0.0011 -0.0048
C 0.0122 -0.0346 -0.0053
H -0.0004 0.0011 -0.0003
C 0.0271 0.0325 -0.0238
H -0.0003 0.0047 -0.0006
H -0.0081 0.0038 -0.0043

Results
Charge: +2
Highest occupied orbital energy (spin up / spin down) in eV: -13.65 / -13.65
<S²>: 0.752
Spin multiplicity: 2
Largest force on an atom in eV/Å: 0.3
HOMO-LUMO gap (spin up / spin down) in eV: 7.5 / 5.3
Calculated total energy in Ha: -9959.20693

---

> Which of these has the highest charge?

C28H36As3Cl2F6HfNO4Sb